# 1
{"formula": "C4H10O", "method": "ωB97M-V/def2-TZVPD", "energy_ha": -233.5595, "max_force_ha_per_bohr": 0.0109, "lumo_ev": 1.13, "spin_multiplicity": 1, "relative_energy_kcal_mol": 53.6, "homo_ev": -10.0039, "smiles": "[H][H].CC=O.C=C", "species": ["C", "C", "C", "C", "O", "H", "H", "H", "H", "H", "H", "H", "H", "H", "H"], "positions_angstrom": [[1.87, -0.46, -0.84], [1.23, -1.51, -0.35], [-1.17, 0.73, 0.13], [-2.08, -0.31, -0.44], [-0.75, 0.72, 1.27], [1.56, 2.75, 1.09], [2.39, -0.49, -1.80], [1.91, 0.49, -0.30], [1.19, -2.46, -0.88], [0.72, -1.46, 0.61], [-0.87, 1.54, -0.57], [-1.59, -0.78, -1.30], [-2.31, -1.07, 0.31], [-3.01, 0.15, -0.80], [1.02, 2.27, 1.26]], "nbo_charge": [-0.39, -0.40, 0.45, -0.73, -0.54, -0.03, 0.19, 0.20, 0.19, 0.20, 0.11, 0.24, 0.23, 0.23, 0.02]}

# 2
{"formula": "C4H10O", "method": "ωB97M-V/def2-TZVPD", "energy_ha": -233.5791, "max_force_ha_per_bohr": 0.0223, "lumo_ev": 1.02, "spin_multiplicity": 1, "relative_energy_kcal_mol": 41.3, "homo_ev": -9.8403, "smiles": "C=C.CCO", "species": ["C", "C", "H", "H", "H", "H", "C", "O", "C", "H", "H", "H", "H", "H", "H"], "positions_angstrom": [[-0.98, -2.40, -1.30], [0.08, -2.23, -0.53], [-0.88, -2.39, -2.38], [-2.01, -2.29, -0.98], [1.04, -2.60, -0.88], [0.13, -1.83, 0.48], [0.13, 1.27, 0.05], [1.26, 2.10, 0.35], [-0.55, 0.90, 1.34], [0.52, 0.40, -0.49], [-0.56, 1.81, -0.59], [1.45, 2.67, -0.41], [0.03, 0.25, 1.98], [-1.51, 0.41, 1.14], [-0.84, 1.80, 1.87]], "nbo_charge": [-0.39, -0.39, 0.20, 0.19, 0.19, 0.20, -0.07, -0.73, -0.63, 0.17, 0.16, 0.47, 0.21, 0.21, 0.22]}

# 3
{"formula": "C4H10O", "method": "ωB97M-V/def2-TZVPD", "energy_ha": -233.5096, "max_force_ha_per_bohr": 0.0630, "lumo_ev": 1.06, "spin_multiplicity": 1, "relative_energy_kcal_mol": 84.9, "homo_ev": -8.4810, "species": ["C", "C", "O", "C", "C", "H", "H", "H", "H", "H", "H", "H", "H", "H", "H"], "positions_angstrom": [[-0.63, -0.70, 2.09], [-0.67, 0.18, 0.89], [-0.37, -0.49, -0.29], [-0.02, 0.29, -1.43], [1.41, 0.02, -1.82], [-0.84, 0.02, 2.89], [0.27, -1.32, 2.19], [-1.49, -1.37, 2.17], [-1.79, 0.98, 1.70], [-0.28, 1.18, 0.85], [-0.16, 1.38, -1.29], [-0.70, -0.02, -2.22], [1.64, 0.57, -2.74], [1.53, -1.06, -1.96], [2.07, 0.35, -1.02]], "nbo_charge": [-0.66, 0.08, -0.53, -0.06, -0.63, 0.23, 0.20, 0.22, -0.02, 0.17, 0.17, 0.18, 0.21, 0.22, 0.21]}

# 4
{"formula": "C4H10O", "method": "ωB97M-V/def2-TZVPD", "energy_ha": -233.4177, "max_force_ha_per_bohr": 0.0960, "lumo_ev": -1.23, "spin_multiplicity": 1, "relative_energy_kcal_mol": 142.6, "homo_ev": -8.9380, "species": ["C", "O", "C", "C", "C", "H", "H", "H", "H", "H", "H", "H", "H", "H", "H"], "positions_angstrom": [[-2.17, -1.33, 0.45], [1.45, 1.13, -1.66], [-0.94, -1.17, -0.10], [0.17, -0.66, 0.72], [1.37, -0.88, -0.02], [-2.23, -1.02, 1.51], [-2.95, -1.39, -0.28], [1.12, 1.20, -2.56], [0.01, 3.90, 1.62], [-0.91, -1.35, -1.19], [-0.28, 0.20, 1.27], [0.41, 3.86, 0.94], [2.30, -0.93, 0.57], [1.33, -1.83, -0.58], [1.31, 0.27, -0.68]], "nbo_charge": [-0.34, -1.07, -0.26, -0.02, -0.59, 0.20, 0.22, 0.47, -0.02, 0.23, 0.25, 0.02, 0.25, 0.23, 0.45]}

# 5
{"formula": "C4H10O", "method": "ωB97M-V/def2-TZVPD", "energy_ha": -233.5489, "max_force_ha_per_bohr": 0.1076, "lumo_ev": 0.80, "spin_multiplicity": 1, "relative_energy_kcal_mol": 60.3, "homo_ev": -10.1936, "smiles": "C=C.CCO", "species": ["C", "C", "H", "H", "H", "H", "C", "O", "C", "H", "H", "H", "H", "H", "H"], "positions_angstrom": [[0.57, -2.57, 1.72], [1.52, -1.95, 2.39], [-0.54, -2.32, 1.79], [0.82, -3.34, 1.04], [1.46, -1.09, 3.00], [2.57, -2.15, 2.25], [-0.58, 0.79, -1.27], [0.13, 1.58, -2.17], [-1.54, 1.82, -0.48], [-1.08, -0.05, -1.68], [0.08, 0.32, -0.40], [1.13, 1.22, -1.97], [-2.50, 1.82, -1.00], [-1.60, 1.53, 0.54], [-1.21, 2.83, -0.43]], "nbo_charge": [-0.38, -0.38, 0.20, 0.19, 0.19, 0.19, -0.05, -0.71, -0.63, 0.16, 0.14, 0.47, 0.20, 0.20, 0.22]}

# 6
{"formula": "C4H10O", "method": "ωB97M-V/def2-TZVPD", "energy_ha": -233.5804, "max_force_ha_per_bohr": 0.1070, "lumo_ev": 0.79, "spin_multiplicity": 1, "relative_energy_kcal_mol": 40.5, "homo_ev": -8.9052, "smiles": "C=C(C)C.O", "species": ["C", "C", "C", "C", "H", "H", "H", "H", "H", "H", "H", "H", "H", "H", "O"], "positions_angstrom": [[1.93, 1.18, -0.53], [0.91, 0.15, -0.95], [1.36, -1.13, -1.21], [-0.52, 0.37, -0.92], [2.08, 1.97, -1.32], [3.02, 0.81, -0.40], [1.35, 1.64, 0.31], [0.63, -1.81, -1.49], [2.44, -1.45, -1.25], [-1.15, -0.52, -0.86], [-0.86, 1.11, -1.75], [-0.96, 0.78, -0.05], [-3.17, -1.07, 4.24], [-3.57, -1.37, 2.76], [-3.49, -0.65, 3.42]], "nbo_charge": [-0.65, 0.01, -0.41, -0.66, 0.22, 0.23, 0.22, 0.18, 0.20, 0.23, 0.22, 0.23, 0.47, 0.47, -0.94]}

# 7
{"formula": "C4H10O", "method": "ωB97M-V/def2-TZVPD", "energy_ha": -233.6209, "max_force_ha_per_bohr": 0.0043, "lumo_ev": 1.04, "spin_multiplicity": 1, "relative_energy_kcal_mol": 15.1, "homo_ev": -9.5250, "smiles": "C/C=C/C.O", "species": ["C", "C", "C", "C", "O", "H", "H", "H", "H", "H", "H", "H", "H", "H", "H"], "positions_angstrom": [[-0.18, -0.98, -1.89], [-0.47, 0.09, -0.88], [0.43, 0.61, -0.05], [0.16, 1.67, 0.98], [-0.16, -1.40, 2.19], [0.80, -1.43, -1.72], [-0.19, -0.58, -2.91], [-0.93, -1.77, -1.85], [-1.49, 0.48, -0.85], [-0.43, -1.03, 1.34], [1.46, 0.24, -0.09], [0.71, 2.60, 0.75], [-0.91, 1.92, 1.02], [0.47, 1.33, 1.97], [0.72, -1.75, 2.00]], "nbo_charge": [-0.64, -0.20, -0.19, -0.65, -0.95, 0.21, 0.22, 0.22, 0.19, 0.48, 0.19, 0.22, 0.21, 0.23, 0.46]}

# 8
{"formula": "C4H10O", "method": "ωB97M-V/def2-TZVPD", "energy_ha": -233.6057, "max_force_ha_per_bohr": 0.0070, "lumo_ev": 1.11, "spin_multiplicity": 1, "relative_energy_kcal_mol": 24.6, "homo_ev": -9.5280, "smiles": "CCOCC", "species": ["C", "C", "O", "C", "C", "H", "H", "H", "H", "H", "H", "H", "H", "H", "H"], "positions_angstrom": [[-0.12, 1.15, 1.67], [-0.94, 0.50, 0.56], [-0.56, 0.77, -0.77], [0.43, -0.02, -1.43], [0.57, -1.48, -0.97], [-0.43, 0.69, 2.62], [-0.28, 2.23, 1.75], [0.95, 0.97, 1.55], [-0.94, -0.57, 0.75], [-1.99, 0.82, 0.63], [1.40, 0.50, -1.38], [0.12, 0.01, -2.48], [1.61, -1.77, -0.79], [0.13, -2.19, -1.66], [0.06, -1.63, -0.02]], "nbo_charge": [-0.64, -0.06, -0.54, -0.06, -0.65, 0.21, 0.21, 0.21, 0.15, 0.18, 0.16, 0.19, 0.22, 0.21, 0.21]}

# 9
{"formula": "C4H10O", "method": "ωB97M-V/def2-TZVPD", "energy_ha": -233.6006, "max_force_ha_per_bohr": 0.0399, "lumo_ev": 0.74, "spin_multiplicity": 1, "relative_energy_kcal_mol": 27.8, "homo_ev": -9.7598, "smiles": "C=CCC.O", "species": ["C", "C", "C", "C", "H", "H", "H", "H", "H", "H", "H", "H", "O", "H", "H"], "positions_angstrom": [[-2.41, 0.01, -1.56], [-2.19, -1.02, -0.73], [0.00, 0.00, 0.00], [-1.04, -1.08, 0.30], [-3.25, 0.05, -2.28], [-1.72, 0.86, -1.54], [-2.81, -1.92, -0.77], [0.22, 0.14, -1.07], [0.93, -0.30, 0.51], [-0.34, 0.96, 0.42], [-1.25, -1.08, 1.39], [-0.46, -2.00, 0.07], [2.76, -2.71, -3.12], [1.91, -2.84, -2.64], [2.54, -2.88, -4.06]], "nbo_charge": [-0.42, -0.17, -0.61, -0.44, 0.21, 0.19, 0.19, 0.21, 0.21, 0.20, 0.22, 0.20, -0.94, 0.47, 0.47]}

# 10
{"formula": "C4H10O", "method": "ωB97M-V/def2-TZVPD", "energy_ha": -233.5626, "max_force_ha_per_bohr": 0.0649, "lumo_ev": 0.65, "spin_multiplicity": 1, "relative_energy_kcal_mol": 51.7, "homo_ev": -8.9428, "smiles": "C=CO.CC", "species": ["C", "C", "H", "H", "H", "H", "H", "H", "C", "C", "O", "H", "H", "H", "H"], "positions_angstrom": [[-3.19, 2.31, 1.83], [-1.66, 2.56, 1.82], [-3.59, 2.90, 0.99], [-3.73, 2.38, 2.73], [-3.56, 1.40, 1.33], [-1.39, 2.88, 2.86], [-1.11, 1.66, 1.54], [-1.35, 3.07, 0.95], [2.54, -2.18, -2.20], [1.58, -2.26, -1.29], [1.45, -1.05, -0.63], [2.76, -3.02, -2.84], [3.02, -1.21, -2.34], [0.91, -3.04, -0.95], [0.73, -1.10, 0.09]], "nbo_charge": [-0.63, -0.63, 0.21, 0.21, 0.20, 0.22, 0.20, 0.22, -0.50, 0.12, -0.70, 0.20, 0.22, 0.18, 0.48]}

# 11
{"formula": "C4H10O", "method": "ωB97M-V/def2-TZVPD", "energy_ha": -233.5562, "max_force_ha_per_bohr": 0.0101, "lumo_ev": 1.10, "spin_multiplicity": 1, "relative_energy_kcal_mol": 55.7, "homo_ev": -9.8917, "smiles": "[H][H].CC=O.C=C", "species": ["C", "C", "C", "C", "O", "H", "H", "H", "H", "H", "H", "H", "H", "H", "H"], "positions_angstrom": [[-1.40, 1.49, 0.60], [-0.90, 1.34, -0.62], [0.83, -1.09, 0.08], [0.60, -1.61, -1.32], [1.81, -0.47, 0.40], [0.75, 0.82, 2.77], [-2.39, 1.14, 0.87], [-0.82, 1.96, 1.39], [-1.47, 0.86, -1.41], [0.10, 1.67, -0.87], [0.04, -1.33, 0.82], [-0.46, -1.57, -1.60], [1.21, -1.04, -2.02], [0.92, -2.66, -1.35], [1.18, 0.47, 2.27]], "nbo_charge": [-0.38, -0.41, 0.45, -0.73, -0.54, -0.04, 0.19, 0.20, 0.19, 0.20, 0.12, 0.23, 0.23, 0.24, 0.03]}

# 12
{"formula": "C4H10O", "method": "ωB97M-V/def2-TZVPD", "energy_ha": -233.4080, "max_force_ha_per_bohr": 0.0503, "lumo_ev": [0.33, 1.01], "spin_multiplicity": 1, "relative_energy_kcal_mol": 148.7, "homo_ev": [-7.0201, -7.8790], "species": ["C", "C", "C", "O", "C", "H", "H", "H", "H", "H", "H", "H", "H", "H", "H"], "positions_angstrom": [[-1.79, 0.21, 0.86], [-1.05, -0.42, -0.29], [0.33, -0.07, 0.02], [1.33, -0.71, -0.58], [2.60, -0.07, -0.55], [-1.84, 1.30, 0.89], [-2.87, 0.46, -0.39], [-2.60, -0.34, 1.35], [-1.44, -0.04, -1.28], [-1.21, -1.50, -0.31], [-0.82, 0.00, 1.60], [0.55, 0.96, 0.33], [3.29, -0.72, -1.09], [2.55, 0.91, -1.04], [2.95, 0.05, 0.48]], "nbo_charge": [-0.73, -0.50, 0.13, -0.49, -0.25, 0.24, -0.01, 0.25, 0.22, 0.23, 0.21, 0.15, 0.20, 0.18, 0.18]}

# 13
{"formula": "C4H10O", "method": "ωB97M-V/def2-TZVPD", "energy_ha": -233.4549, "max_force_ha_per_bohr": 0.0704, "lumo_ev": 0.98, "spin_multiplicity": 1, "relative_energy_kcal_mol": 119.2, "homo_ev": -7.6729, "species": ["C", "C", "C", "O", "C", "H", "H", "H", "H", "H", "H", "H", "H", "H", "H"], "positions_angstrom": [[-1.71, 0.19, 1.10], [-0.95, -0.47, -0.02], [0.34, -0.06, 0.04], [1.35, -0.73, -0.52], [2.60, -0.07, -0.46], [-1.87, 1.27, 0.97], [-2.72, 0.42, -0.60], [-2.61, -0.32, 1.43], [-1.81, 0.10, -1.08], [-1.21, -1.50, -0.23], [-0.91, 0.05, 1.84], [0.56, 0.94, 0.44], [3.30, -0.71, -1.00], [2.55, 0.92, -0.94], [2.93, 0.05, 0.58]], "nbo_charge": [-0.66, -0.40, 0.16, -0.49, -0.25, 0.22, -0.09, 0.23, 0.11, 0.24, 0.21, 0.16, 0.20, 0.18, 0.18]}

# 14
{"formula": "C4H10O2", "method": "ωB97M-V/def2-TZVPD", "energy_ha": -308.7295, "max_force_ha_per_bohr": 0.0182, "lumo_ev": [0.97, 0.78], "spin_multiplicity": 1, "relative_energy_kcal_mol": 105.8, "homo_ev": [-7.3474, -6.9696], "species": ["C", "O", "C", "C", "C", "O", "H", "H", "H", "H", "H", "H", "H", "H", "H", "H"], "positions_angstrom": [[0.51, -0.94, 1.67], [-0.28, -1.19, 0.62], [0.03, -1.05, -0.61], [-1.02, -1.17, -1.65], [0.59, 1.68, -0.03], [1.87, 1.46, -0.62], [0.07, -1.19, 2.61], [1.58, -0.99, 1.49], [0.38, 0.92, 0.75], [1.06, -0.77, -0.85], [-0.94, -2.11, -2.21], [-0.92, -0.35, -2.38], [-2.01, -1.11, -1.20], [-0.14, 1.66, -0.83], [0.52, 2.65, 0.47], [2.50, 1.37, 0.10]], "nbo_charge": [-0.27, -0.36, 0.14, -0.68, -0.27, -0.73, 0.18, 0.15, 0.18, 0.18, 0.22, 0.22, 0.23, 0.18, 0.16, 0.46]}

# 15
{"formula": "C4H10O2", "method": "ωB97M-V/def2-TZVPD", "energy_ha": -308.8359, "max_force_ha_per_bohr": 0.0062, "lumo_ev": 1.11, "spin_multiplicity": 1, "relative_energy_kcal_mol": 39.0, "homo_ev": -9.8165, "smiles": "COCCOC", "species": ["C", "O", "C", "C", "O", "C", "H", "H", "H", "H", "H", "H", "H", "H", "H", "H"], "positions_angstrom": [[-0.26, -2.61, -1.38], [0.46, -1.56, -0.80], [-0.39, -0.59, -0.23], [0.48, 0.54, 0.30], [-0.38, 1.62, 0.57], [0.28, 2.76, 1.07], [0.46, -3.29, -1.85], [-0.84, -3.17, -0.62], [-0.96, -2.25, -2.15], [-1.08, -0.18, -0.98], [-1.00, -1.03, 0.58], [1.03, 0.22, 1.20], [1.22, 0.81, -0.47], [0.25, 2.79, 2.17], [1.33, 2.80, 0.75], [-0.23, 3.64, 0.68]], "nbo_charge": [-0.24, -0.54, -0.07, -0.07, -0.54, -0.25, 0.19, 0.16, 0.16, 0.17, 0.16, 0.16, 0.17, 0.17, 0.17, 0.19]}